Entry from the OMol25 dataset: a single C4H8N2OS molecule at a distorted geometry (ωB97M-V with the def2-TZVPD basis set).

Summary:
- Net charge: 0
- Molecular weight: 132.188 g mol⁻¹
- SMILES string: C[C@@H]1CN1C(=S)NO
- HOMO: -8.752 eV

Each line ends with the Löwdin charge.
Element x y z (Å)
C1 -1.930 -1.416 -0.782  -0.032
C2 -1.078 -0.117 -0.495  -0.285
C3 -0.123 0.591 -1.283  -0.125
N1 0.413 -0.304 -0.306  -0.012
C4 0.937 0.272 0.820  -0.818
S1 0.217 0.402 2.334  0.690
N2 2.162 0.770 0.727  -0.035
O1 2.881 0.987 1.936  -0.109
H1 -2.899 -1.277 -1.277  0.074
H2 -1.455 -2.090 -1.445  0.053
H3 -2.149 -1.844 0.175  0.063
H4 -1.626 0.373 0.407  0.125
H5 -0.094 1.567 -0.998  0.088
H6 -0.059 0.340 -2.396  0.151
H7 2.673 0.482 -0.041  0.128
H8 2.130 1.266 2.624  0.046